C7F6LiNO9S2 as an isolated structure in a non-equilibrium geometry. Source: the OMol25 dataset; level of theory: ωB97M-V/def2-TZVPD.

Summary:
Multiplicity: 1
E: -2401.8905 Eh
Total charge: -2
E_LUMO: 4.5426 eV
Energy relative to the best compared isomer or geometry (same formula, charge and spin): 0.0 kJ/mol
Gap between HOMO and LUMO: 4.735 eV

Last column: Mulliken charge in e.
Positions of all 26 atoms, in Å:
Li1 7.22 8.04 7.15  0.93
O1 9.39 12.67 4.17  -0.67
C1 9.13 11.96 5.10  0.50
C2 9.96 10.82 5.72  0.16
O2 11.15 10.59 5.49  -0.75
C3 8.89 10.01 6.43  0.49
C4 7.58 10.71 6.45  0.59
O3 6.53 10.12 6.79  -0.90
C5 7.70 12.07 5.85  0.19
O4 7.07 13.13 5.97  -0.71
O5 9.04 8.85 6.83  -0.81
F1 9.56 4.91 7.55  -0.18
C6 9.24 4.94 8.82  0.68
F2 9.33 3.62 9.32  -0.26
F3 10.16 5.73 9.52  -0.23
S1 7.53 5.66 9.22  1.00
O6 7.57 7.08 8.89  -0.59
O7 7.21 5.23 10.55  -0.61
N1 6.67 4.66 8.21  -0.51
S2 6.20 5.06 6.78  0.91
O8 6.92 6.36 6.37  -0.68
O9 6.12 3.93 5.96  -0.62
C7 4.49 5.79 7.19  0.74
F4 4.60 6.55 8.32  -0.24
F5 3.64 4.80 7.49  -0.23
F6 4.16 6.60 6.20  -0.21